ORCA calculation (ωB97M-V/def2-TZVPD) on a cluster of 17 separate species, C4H43NO16 in total in a non-equilibrium geometry.

XYZ file:
```
64
C4H43NO16 (ωB97M-V/def2-TZVPD)
C 1.05 0.17 3.15
C -0.21 0.19 2.30
N 0.11 -0.17 0.96
C -1.21 -0.06 0.06
C -0.82 -0.28 -1.39
H 1.89 -0.49 3.01
H 0.91 0.25 4.26
H 1.58 1.14 3.11
H -0.95 -0.65 2.74
H -0.78 1.12 2.54
H 0.87 0.39 0.55
H -1.88 -0.94 0.38
H -1.79 0.82 0.14
H -1.72 -0.19 -2.03
H 0.05 0.29 -1.85
H -0.55 -1.35 -1.36
H -2.38 3.16 -2.41
H -1.02 2.91 -1.67
O -1.94 2.93 -1.52
H -4.54 0.89 -0.36
H -3.58 1.33 -1.40
O -4.33 0.85 -1.21
H -1.38 -4.04 2.51
H -1.14 -2.98 3.40
O -1.93 -3.54 3.09
H 0.61 -4.12 0.62
H -0.49 -5.20 0.63
O 0.11 -4.68 1.25
H -1.64 2.09 0.86
H -2.04 3.41 0.51
O -1.32 3.02 1.14
H 1.89 -2.12 -0.31
H 0.41 -1.74 0.00
O 0.97 -2.52 -0.11
H 2.66 1.53 0.15
H 3.93 0.81 0.38
O 3.35 1.12 -0.35
H 1.33 3.62 -1.51
H 2.10 3.00 -2.72
O 1.13 3.24 -2.35
H -3.65 -0.13 1.66
H -3.93 1.07 2.28
O -3.83 0.82 1.42
H 1.52 3.06 1.55
H 0.36 2.56 0.63
O 1.34 2.63 0.76
H 2.80 -1.87 -1.76
H 3.12 -0.49 -0.92
O 3.23 -1.41 -0.94
H 3.64 1.80 -3.73
H 3.60 1.41 -2.35
O 3.54 2.11 -2.91
H 0.01 0.35 -3.95
H 0.67 1.48 -3.24
O 0.85 0.79 -3.86
H 0.86 -3.46 2.63
H 0.82 -2.18 2.08
O 0.59 -2.63 2.98
H -4.14 -2.16 0.97
H -3.04 -2.58 1.97
O -3.49 -1.81 1.55
H 2.71 -1.32 -4.58
H 2.20 -0.27 -3.73
O 2.90 -0.95 -3.70
```

Values from the calculation:
charge: 0
E_tot: -39094.743 eV
gap between HOMO and LUMO: 9.547 eV
molar mass: 361.4 g mol⁻¹
max |F|: 0.1355 hartree/bohr
E_HOMO: -9.45 eV
ΔE to the lowest compared entry with this formula, charge and spin: 65.5 kcal/mol

Atomic partial charges in e from the Löwdin method, atoms 1 to 4: -0.12, -0.32, -0.06, -0.20